Entry 1:
# C45H112O33S7

11 unconnected molecules or ions with the total composition C45H112O33S7 (ωB97M-V with the def2-TZVPD basis set, the Open Molecules 2025 dataset).

For the orbital gap, the calculation gives 0.318 Eh. As for the max |F|: 3.7 eV Å⁻¹. The calculation puts the energy above the lowest of the compared OMol25 structures with the same formula, charge and spin at 7.756 eV. The multiplicity is 1. Its LUMO energy is -0.005 Ha. Its structure (SMILES) is CCOS(C)(=O)=O.CCOS(C)(=O)=O.CCOS(C)(=O)=O.CCOS(C)(=O)=O.CCOS(C)(=O)=O.CCOS(C)(=O)=O.CCOS(C)(=O)=O.COCCOCCOC.COCCOCCOC.COCCOCCOC.COCCOCCOC.

Positions of all 197 atoms, in Å:
C: 1.8724 -1.9082 5.4787
C: 0.6438 -2.8328 5.4315
O: -0.3794 -2.1625 6.1018
S: -1.9424 -2.6928 5.9433
C: -1.7423 -4.5114 6.5271
O: -2.7811 -1.9346 6.8747
O: -2.2704 -2.7727 4.5066
H: 2.3149 -1.8157 6.4706
H: 1.6619 -0.8708 5.2186
H: 2.6769 -2.2799 4.8442
H: 0.3876 -2.9832 4.3828
H: 0.7789 -3.8268 5.8579
H: -1.5332 -5.1055 5.6375
H: -2.6180 -4.7602 7.1266
H: -0.8596 -4.5778 7.1631
C: 6.8778 5.0254 2.9208
C: 7.8719 3.9639 2.5711
O: 9.1812 4.2008 3.0025
S: 9.6809 3.6557 4.4877
C: 10.0614 1.8993 4.0297
O: 11.0030 4.2097 4.8161
O: 8.5408 3.7932 5.4235
H: 5.8514 4.7445 2.6848
H: 6.9725 6.0173 2.4790
H: 6.8020 5.2450 3.9858
H: 7.6089 2.9998 3.0063
H: 7.7886 3.7932 1.4977
H: 10.2090 1.3186 4.9403
H: 11.0042 1.8094 3.4901
H: 9.1954 1.5188 3.4880
C: -0.1670 4.5744 5.9329
C: 1.2252 4.3884 5.2897
O: 1.5058 2.9826 5.0824
S: 2.7984 2.5300 4.1193
C: 4.1637 3.5228 4.8662
O: 3.0658 1.1194 4.2152
O: 2.5414 3.1036 2.7544
H: -0.9426 4.2769 5.2271
H: -0.4488 5.5582 6.3082
H: -0.2877 3.9980 6.8501
H: 1.1678 5.0091 4.3955
H: 2.0332 4.7800 5.9075
H: 5.0804 3.2779 4.3298
H: 4.2768 3.3585 5.9378
H: 3.8697 4.5650 4.7424
C: 1.9059 6.6581 10.7584
C: 1.0596 6.9219 9.5575
O: 0.5151 5.6376 9.1137
S: -0.8916 5.1233 9.7575
C: -2.0273 6.3394 8.8751
O: -1.1454 3.7616 9.2501
O: -0.8390 5.3308 11.2266
H: 1.3110 6.5863 11.6689
H: 2.5614 7.5185 10.8936
H: 2.5648 5.8196 10.5330
H: 0.3615 7.7487 9.6887
H: 1.7031 7.1930 8.7206
H: -1.6701 7.3513 9.0660
H: -3.0228 6.2391 9.3076
H: -2.1386 6.1722 7.8038
C: -2.1605 8.1228 4.6709
C: -0.9288 9.0427 4.6128
O: 0.1110 8.3966 5.3424
S: 1.4768 7.9298 4.5825
C: 2.3553 9.5488 4.3652
O: 2.2615 7.2321 5.5682
O: 1.1234 7.3203 3.2767
H: -2.0447 7.1546 4.1836
H: -3.0470 8.5045 4.1644
H: -2.3598 7.9657 5.7309
H: -0.6488 9.3206 3.5967
H: -1.1820 10.0050 5.0577
H: 1.8749 10.0795 3.5433
H: 3.4254 9.4107 4.2100
H: 2.3537 9.9615 5.3740
C: -1.5429 0.7032 4.0472
C: -1.1018 0.1170 2.7945
O: -1.7383 0.9527 1.8164
S: -0.8425 1.4182 0.4883
C: -0.3607 3.0851 1.1843
O: 0.4179 0.6378 0.3877
O: -1.7883 1.6438 -0.6391
H: -2.6277 0.7031 4.1539
H: -1.2348 1.7470 4.1075
H: -1.0441 0.1351 4.8324
H: -0.0215 0.1719 2.9289
H: -1.4158 -0.9264 2.7631
H: 0.4584 3.5409 0.6280
H: -0.0160 2.9094 2.2033
H: -1.1946 3.7812 1.0944
C: -3.1687 1.7593 6.8569
C: -3.7710 2.1023 8.2297
O: -4.6504 3.2185 8.1585
S: -5.0954 4.0172 9.5691
C: -6.0934 2.6716 10.2962
O: -3.9406 4.1930 10.4107
O: -6.0604 5.0776 9.2278
H: -2.4242 0.9696 6.9580
H: -2.6784 2.6449 6.4527
H: -3.9251 1.4218 6.1483
H: -4.2287 1.2080 8.6525
H: -2.8654 2.2357 8.8214
H: -6.8842 3.0524 10.9426
H: -5.2652 2.2449 10.8620
H: -6.3911 2.0628 9.4425
C: 8.4719 -3.2342 4.8336
O: 7.3907 -2.4944 5.4043
C: 6.8945 -1.4220 4.6087
C: 6.2070 -0.3590 5.4304
O: 5.3027 -0.8932 6.3075
C: 4.6639 0.0582 7.1551
C: 5.6155 0.8529 8.1079
O: 6.2197 1.9498 7.4724
C: 6.9878 2.8004 8.3406
H: 9.4377 -2.8030 5.0970
H: 8.3354 -3.1642 3.7545
H: 8.4096 -4.2756 5.1495
H: 6.2752 -1.7670 3.7808
H: 7.7578 -0.9641 4.1258
H: 5.8150 0.3913 4.7437
H: 6.9235 0.1661 6.0621
H: 4.0460 -0.5926 7.7738
H: 4.1190 0.7929 6.5623
H: 6.4341 0.1990 8.4088
H: 5.0182 1.1579 8.9672
H: 7.6083 3.5160 7.8012
H: 7.7666 2.2554 8.8741
H: 6.3721 3.2696 9.1079
C: 4.4813 -0.2678 12.6331
O: 3.4529 0.1974 13.5082
C: 2.1133 -0.0750 13.0916
C: 1.7374 0.5537 11.6987
O: 2.3242 1.7871 11.3867
C: 1.8506 2.4974 10.2706
C: 2.0342 1.8577 8.9124
O: 1.7295 0.4717 8.7201
C: 0.4203 0.0721 8.2732
H: 4.5965 0.4216 11.7967
H: 4.4047 -1.3059 12.3096
H: 5.4016 -0.3390 13.2128
H: 1.4437 0.3381 13.8459
H: 2.0207 -1.1596 13.0354
H: 0.6579 0.4439 11.5956
H: 2.0167 -0.1520 10.9163
H: 2.4530 3.4057 10.2829
H: 0.7735 2.5963 10.4054
H: 3.0451 1.9726 8.5211
H: 1.3882 2.3701 8.1995
H: 0.3340 0.2564 7.2024
H: -0.3808 0.5346 8.8498
H: 0.3747 -1.0158 8.2228
C: 5.7994 1.3919 1.8057
O: 7.1614 1.0167 1.8093
C: 7.4132 -0.0407 0.9245
C: 8.9230 -0.0934 0.7441
O: 9.4757 -0.5815 1.9704
C: 10.8610 -0.8168 1.9699
C: 11.2814 -2.2313 1.6936
O: 10.9801 -2.6120 0.3101
C: 12.0764 -2.4415 -0.5601
H: 5.5395 1.6824 0.7877
H: 5.6124 2.2389 2.4658
H: 5.1154 0.5734 2.0296
H: 6.9576 0.1533 -0.0465
H: 6.9296 -0.9417 1.3018
H: 9.3006 0.8548 0.3615
H: 9.1069 -0.8529 -0.0158
H: 11.2403 -0.5748 2.9627
H: 11.4355 -0.0960 1.3881
H: 10.6433 -2.7988 2.3710
H: 12.3265 -2.3365 1.9851
H: 12.8434 -3.1483 -0.2435
H: 12.3468 -1.3867 -0.6083
H: 11.7830 -2.6757 -1.5834
C: 1.5063 4.9861 -2.7089
O: 1.4735 4.4525 -1.3839
C: 2.4925 4.9006 -0.5568
C: 3.6300 3.8875 -0.2584
O: 4.7601 3.9049 -1.1215
C: 5.4956 5.0692 -1.1539
C: 6.6801 4.8400 -2.1840
O: 7.7304 4.1434 -1.4450
C: 8.8846 3.9082 -2.2058
H: 1.2230 6.0282 -2.5613
H: 0.8136 4.4836 -3.3841
H: 2.4958 4.9219 -3.1616
H: 1.9254 5.0839 0.3559
H: 2.8594 5.9099 -0.7431
H: 3.2397 2.8697 -0.2515
H: 3.9998 3.9586 0.7645
H: 5.8327 5.3805 -0.1652
H: 4.9274 5.8963 -1.5796
H: 7.0422 5.7307 -2.6975
H: 6.3184 4.1878 -2.9789
H: 8.7234 3.5622 -3.2267
H: 9.5887 3.1967 -1.7743
H: 9.4746 4.8234 -2.2561

These are the Mulliken partial charges, in e, on atoms 1 to 6: -0.69 -0.60 -0.05 1.20 -1.04 -0.61

Entry 2:
# C45H114N4O14

14 unconnected molecules or ions with the total composition C45H114N4O14 (ωB97M-V with the def2-TZVPD basis set, the Open Molecules 2025 dataset).

For the orbital gap, the calculation gives 0.297 Eh. As for the max |F|: 4.1 eV Å⁻¹. The multiplicity is 1. Its LUMO energy is 0.011 Ha.

Positions of all 177 atoms, in Å:
C: -0.0731 -5.2597 -2.3970
C: -0.5733 -5.5536 -0.9611
C: 0.5265 -4.9332 0.0396
C: 0.0335 -4.7660 1.5449
C: -1.2239 -3.9415 1.5615
C: -2.4152 -4.4555 0.6083
N: -1.8813 -4.8634 -0.7190
O: -2.8401 -5.0605 -1.7673
C: -3.1206 -5.7481 1.1754
C: -3.4293 -3.3467 0.4654
C: -0.6940 -7.0698 -0.8148
H: 0.0915 -4.1891 -2.5191
H: -0.7734 -5.6411 -3.1400
H: 0.9288 -5.6467 -2.5825
H: 1.3339 -5.6307 0.2626
H: 0.8755 -3.9545 -0.2899
H: 0.7591 -4.4152 2.2787
H: -0.2978 -5.7308 1.9290
H: -0.9377 -2.9234 1.2976
H: -1.5775 -4.0026 2.5907
H: -3.8507 -6.2077 0.5092
H: -2.3366 -6.5041 1.2202
H: -3.5226 -5.7002 2.1874
H: -4.3242 -3.6026 -0.1018
H: -3.6336 -2.9067 1.4415
H: -3.0539 -2.4924 -0.0980
H: 0.1929 -7.5834 -1.1858
H: -1.5911 -7.4047 -1.3356
H: -1.0787 -7.4942 0.1126
H: -3.1644 -5.9313 -1.5261
C: -0.6351 0.9439 -4.7383
C: -2.0630 1.4906 -4.6275
C: -2.2056 2.9382 -5.1386
C: -2.0533 2.9902 -6.7388
C: -3.1928 2.0678 -7.3058
C: -3.3148 0.6389 -6.7623
N: -3.1115 0.6166 -5.2812
O: -3.1319 -0.6434 -4.7055
C: -4.6830 0.0247 -7.2669
C: -2.2405 -0.2671 -7.4512
C: -2.3122 1.6024 -3.1363
H: -0.2266 0.4827 -5.6375
H: -0.6508 0.0896 -4.0616
H: -0.0627 1.7149 -4.2226
H: -3.1080 3.4119 -4.7521
H: -1.4966 3.6560 -4.7262
H: -1.0964 2.5603 -7.0348
H: -2.0714 3.9789 -7.1972
H: -3.3337 2.0840 -8.3865
H: -4.0775 2.5727 -6.9179
H: -4.8703 -0.9315 -6.7781
H: -5.4776 0.7041 -6.9584
H: -4.7680 -0.0787 -8.3486
H: -2.1728 -1.3180 -7.1697
H: -2.5902 -0.3462 -8.4806
H: -1.2967 0.2672 -7.5594
H: -3.3334 1.9381 -2.9560
H: -1.7605 2.4438 -2.7170
H: -2.1177 0.7382 -2.5011
H: -3.8966 -0.6565 -4.1253
C: 5.5643 -1.9243 5.5387
C: 5.5788 -2.7648 4.2433
C: 4.0578 -2.7031 3.8610
C: 3.8219 -2.3031 2.4162
C: 4.8436 -2.9176 1.4487
C: 6.2764 -2.3014 1.7598
N: 6.4719 -2.1779 3.1941
O: 7.8117 -2.0965 3.5450
C: 7.3315 -3.2230 1.0087
C: 6.3661 -0.8899 1.1401
C: 5.8944 -4.2458 4.3327
H: 4.8595 -2.1903 6.3265
H: 5.5122 -0.8721 5.2589
H: 6.5621 -1.8979 5.9768
H: 3.7024 -3.7333 3.8840
H: 3.4166 -2.2736 4.6308
H: 3.7568 -1.2293 2.2408
H: 2.7950 -2.6009 2.2046
H: 4.5501 -2.5262 0.4747
H: 4.8708 -3.9888 1.2488
H: 8.1427 -2.6275 0.5899
H: 7.6589 -4.1522 1.4752
H: 6.9093 -3.5769 0.0682
H: 7.4057 -0.5830 1.2539
H: 5.9757 -0.6673 0.1470
H: 5.8465 -0.1597 1.7604
H: 6.9393 -4.3612 4.6206
H: 5.8221 -4.7891 3.3905
H: 5.2980 -4.6705 5.1401
H: 8.0250 -1.1704 3.4091
C: 0.1994 7.3809 0.0004
C: -1.1583 6.7215 0.3643
C: -2.0221 7.8356 0.9040
C: -2.9044 8.5546 -0.1613
C: -3.5977 7.4620 -1.0783
C: -2.6219 6.3767 -1.7278
N: -1.7963 5.7841 -0.6240
O: -0.9273 4.8103 -1.1234
C: -3.5826 5.3291 -2.4079
C: -1.8039 7.0171 -2.8846
C: -0.8263 5.8495 1.5899
H: 0.8525 6.6458 -0.4698
H: 0.6059 7.8580 0.8921
H: 0.2284 8.1427 -0.7787
H: -2.5973 7.4411 1.7416
H: -1.3812 8.5551 1.4136
H: -2.2707 9.1900 -0.7800
H: -3.6467 9.1229 0.3992
H: -4.2647 7.8773 -1.8338
H: -4.3387 6.9857 -0.4363
H: -3.7698 5.6338 -3.4376
H: -3.1241 4.3433 -2.4856
H: -4.4331 5.1898 -1.7406
H: -1.1759 7.8886 -2.6998
H: -1.1071 6.3355 -3.3724
H: -2.5781 7.3416 -3.5800
H: -1.6769 5.4414 2.1358
H: -0.0949 6.2292 2.3033
H: -0.4033 4.9344 1.1756
H: -1.0845 4.0654 -0.5386
O: 1.1505 -0.5743 3.5485
H: 0.8608 0.2609 3.9155
H: 2.1061 -0.5347 3.5865
O: -0.5384 -0.1130 1.1405
H: -0.3605 -0.7081 0.4122
H: 0.1545 -0.2962 1.7749
O: -0.5782 -1.7849 -1.0912
H: -1.4970 -2.0310 -1.1980
H: -0.1957 -1.9021 -1.9609
O: -3.1855 3.4463 1.0107
H: -4.0916 3.1592 1.1235
H: -3.2552 4.3659 0.7543
O: -0.6393 2.5993 0.4457
H: -1.5239 2.9472 0.5591
H: -0.7113 1.6765 0.6894
O: -3.2908 -0.2070 0.9522
H: -2.3962 -0.3200 1.2733
H: -3.2269 0.4965 0.3062
O: -5.3463 -1.1081 2.4637
H: -5.7250 -1.2344 1.5937
H: -4.4664 -0.7707 2.2957
C: -0.1732 4.1917 4.5360
C: 0.8118 3.2842 3.7615
C: 2.1687 3.2795 4.3934
O: 0.1785 1.9880 3.7858
H: -1.1602 4.2044 4.0735
H: 0.1856 5.2068 4.3663
H: -0.2827 3.8486 5.5648
H: 0.8678 3.6456 2.7347
H: 2.1539 3.7847 5.3591
H: 3.0278 3.6137 3.8117
H: 2.4529 2.2640 4.6692
H: -0.7116 2.2518 3.5416
C: -0.4690 -3.5529 7.4782
C: 0.3135 -3.1121 6.2030
C: 1.2229 -4.3513 5.8544
O: -0.5008 -2.8209 5.0335
H: 0.0932 -3.3349 8.3863
H: -0.6969 -4.5998 7.6785
H: -1.4320 -3.0425 7.4633
H: 0.9249 -2.2871 6.5685
H: 2.0714 -4.5015 6.5219
H: 1.5597 -4.1873 4.8308
H: 0.5718 -5.2253 5.8361
H: -0.4358 -1.8687 4.9308
C: 2.7278 -1.1843 -4.9341
C: 2.2487 -1.7110 -3.6115
C: 2.5292 -0.9059 -2.3261
O: 0.9144 -1.8606 -3.6583
H: 2.8881 -1.7634 -5.8436
H: 3.7046 -0.7329 -4.7609
H: 2.0671 -0.4415 -5.3810
H: 2.6645 -2.7050 -3.4466
H: 3.5753 -0.9831 -2.0299
H: 2.1092 -1.3903 -1.4446
H: 2.2200 0.1335 -2.4362
H: 0.6013 -1.9824 -4.5576

These are the Mulliken partial charges, in e, on atoms 1 to 6: -1.56 1.45 -0.86 -1.04 -0.26 1.37